Here is C50H72IN5O20S2 as an isolated structure from OMol25. Energies are from ωB97M-V/def2-TZVPD.

Structure (XYZ):
```
150
Properties=species:S:1:pos:R:3:forces:R:3
C -1.542 -1.399 5.552 0.44 0.12 0.09
C -0.212 -1.344 5.247 -0.29 -0.11 -0.15
C 0.419 -0.466 4.237 -0.34 -1.51 -1.11
C 1.327 -1.011 3.222 0.01 0.82 0.25
S 1.625 -2.764 3.192 -1.03 -2.05 -0.29
C 3.092 -3.031 4.155 -0.12 0.47 0.17
O 0.580 -3.471 3.899 0.03 0.73 0.59
O 1.771 -3.267 1.851 0.68 0.64 -0.17
C 1.947 -0.189 2.330 0.50 -0.66 -0.51
I 3.332 -0.791 0.861 0.03 0.37 0.08
C 1.685 1.208 2.388 0.02 0.30 0.13
N 2.225 2.137 1.602 -0.08 0.22 -0.11
S 1.619 3.544 2.072 -0.10 -0.19 0.21
N 0.674 3.071 3.294 0.13 0.27 -0.25
C 0.802 1.751 3.369 0.20 -0.94 -0.07
C 0.160 0.878 4.303 -0.35 0.31 0.40
C -0.740 1.547 5.312 0.04 0.60 -0.43
C -2.163 1.877 4.779 -0.46 -0.30 -0.12
C -2.532 1.169 3.468 0.46 0.18 0.13
C -3.965 1.358 3.000 -0.59 -0.08 -0.29
N -5.023 0.844 3.890 0.86 0.14 0.73
C -4.812 -0.456 4.370 -0.11 -0.18 -0.28
N -4.535 -1.474 3.648 0.13 -0.06 -0.03
N -4.976 -0.601 5.739 -0.01 -0.08 0.00
H -1.860 -1.130 6.559 0.09 -1.87 0.52
H -2.318 -1.705 4.854 -0.18 1.69 -0.55
H 0.466 -2.034 5.756 0.24 1.16 1.22
H 3.988 -2.700 3.637 0.00 -0.08 -0.08
H 2.962 -2.487 5.091 0.04 0.09 -0.04
H 3.077 -4.092 4.393 0.14 -0.08 -0.26
H -0.793 0.979 6.233 0.00 -0.08 -0.04
H -0.258 2.503 5.525 0.00 -0.04 0.23
H -2.890 1.648 5.564 0.41 -0.11 -0.43
H -2.281 2.950 4.600 0.23 0.05 0.09
H -1.877 1.580 2.691 -0.08 -0.12 -0.15
H -2.290 0.109 3.542 -0.16 -0.04 -0.05
H -4.111 0.881 2.029 0.19 0.01 -0.05
H -4.183 2.415 2.832 0.01 0.03 0.09
H -5.132 1.465 4.685 -0.20 0.04 -0.09
H -4.520 -1.217 2.665 -0.15 -0.03 -0.01
H -4.433 0.050 6.291 -0.24 0.12 0.03
H -4.848 -1.560 6.026 0.01 -0.01 -0.05
O 5.777 -1.333 -1.503 -0.09 0.10 -0.04
C 5.171 -2.136 -2.155 0.06 -0.11 0.29
O 4.042 -1.819 -2.826 0.01 0.02 -0.06
C 3.468 -2.999 -3.421 -0.06 -0.18 -0.10
C 4.622 -3.987 -3.537 0.07 -0.06 0.07
C 5.478 -3.611 -2.329 -0.13 0.01 -0.49
H 2.674 -3.363 -2.767 0.02 0.01 0.04
H 3.037 -2.736 -4.384 0.00 0.16 0.04
H 4.298 -5.025 -3.550 -0.06 0.02 0.05
H 5.181 -3.798 -4.455 -0.02 0.01 -0.01
H 5.166 -4.139 -1.426 0.07 0.03 0.05
H 6.540 -3.763 -2.500 0.04 0.02 0.23
O 1.144 2.995 -5.208 -0.18 -0.06 0.18
C 1.752 2.710 -4.210 0.25 0.04 -0.24
O 1.400 3.167 -2.994 -0.03 -0.02 0.01
C 2.380 2.753 -2.013 0.14 -0.06 0.21
C 3.067 1.546 -2.622 -0.13 -0.30 -0.03
C 3.003 1.864 -4.110 -0.20 -0.22 0.34
H 3.072 3.580 -1.848 0.02 0.00 -0.07
H 1.875 2.523 -1.078 -0.17 0.05 -0.07
H 4.069 1.387 -2.245 0.00 0.03 0.05
H 2.485 0.645 -2.415 -0.03 0.03 0.01
H 3.856 2.462 -4.433 0.01 -0.02 -0.05
H 2.915 0.974 -4.729 0.03 0.12 -0.18
O 0.463 6.669 -10.510 0.14 0.00 -0.07
C 0.855 5.847 -9.735 -0.34 0.06 0.04
O 1.640 4.807 -10.109 0.06 0.00 0.01
C 1.866 3.928 -8.990 0.04 -0.01 0.12
C 1.623 4.781 -7.756 -0.14 0.04 0.16
C 0.555 5.754 -8.249 0.51 -0.16 0.01
H 1.167 3.092 -9.058 -0.03 0.02 0.00
H 2.881 3.540 -9.045 0.00 0.03 -0.16
H 1.330 4.198 -6.886 0.04 0.04 -0.14
H 2.531 5.337 -7.506 0.02 -0.02 -0.02
H -0.452 5.356 -8.121 -0.03 0.07 0.00
H 0.630 6.733 -7.783 -0.22 0.06 -0.08
O -4.264 2.094 6.862 -0.46 0.07 0.40
C -5.079 2.938 7.119 0.27 0.10 0.09
O -6.024 3.304 6.235 -0.02 -0.01 -0.02
C -6.796 4.404 6.756 -0.16 0.16 0.12
C -6.611 4.331 8.266 0.09 -0.01 0.07
C -5.198 3.759 8.384 -0.50 -0.01 0.01
H -6.404 5.330 6.331 0.05 -0.02 0.00
H -7.831 4.287 6.446 0.05 -0.12 -0.12
H -6.748 5.291 8.760 0.03 0.03 -0.06
H -7.327 3.628 8.693 -0.02 0.01 -0.02
H -4.434 4.538 8.367 0.06 -0.06 0.02
H -5.069 3.132 9.261 0.23 0.00 -0.03
O -5.595 -5.650 0.243 0.07 -0.17 -0.10
C -4.821 -5.715 1.155 -0.25 0.26 0.13
O -4.304 -6.892 1.584 0.06 -0.04 -0.04
C -3.494 -6.676 2.754 0.17 0.12 0.14
C -3.095 -5.208 2.699 -0.05 0.11 0.03
C -4.306 -4.579 2.015 0.43 -0.25 0.03
H -4.091 -6.908 3.638 -0.04 0.00 -0.02
H -2.637 -7.345 2.722 -0.10 -0.12 -0.10
H -2.866 -4.785 3.674 -0.04 -0.02 0.01
H -2.212 -5.087 2.068 0.02 -0.01 0.03
H -5.081 -4.296 2.729 -0.03 0.12 -0.08
H -4.037 -3.724 1.403 -0.25 0.08 0.00
O 5.431 3.114 -2.575 0.16 0.29 -0.25
C 6.509 2.976 -3.080 0.04 -0.14 0.34
O 6.670 2.559 -4.356 0.02 0.06 0.05
C 8.074 2.391 -4.645 0.30 0.09 -0.12
C 8.794 3.265 -3.628 0.06 0.04 0.12
C 7.857 3.189 -2.426 0.23 0.19 -0.38
H 8.330 1.335 -4.538 -0.09 -0.02 0.04
H 8.275 2.704 -5.667 -0.25 -0.01 -0.05
H 9.809 2.932 -3.424 -0.02 -0.07 -0.02
H 8.842 4.292 -3.993 -0.01 -0.02 -0.05
H 8.071 2.333 -1.785 -0.07 0.02 0.06
H 7.855 4.103 -1.838 -0.12 -0.11 0.18
O 2.117 -8.297 -1.816 0.02 -0.11 0.07
C 1.388 -7.920 -0.947 -0.03 0.18 -0.26
O 0.547 -8.751 -0.283 0.03 0.00 0.06
C -0.277 -8.000 0.628 -0.09 0.13 0.06
C 0.490 -6.712 0.886 0.02 0.17 0.02
C 1.214 -6.501 -0.439 -0.03 -0.17 0.43
H -1.243 -7.819 0.151 0.01 -0.01 -0.02
H -0.435 -8.583 1.532 0.05 -0.16 -0.10
H -0.146 -5.879 1.177 -0.02 -0.02 0.01
H 1.220 -6.870 1.681 -0.02 0.02 0.02
H 0.607 -5.945 -1.155 0.06 0.01 -0.05
H 2.179 -6.017 -0.315 0.00 0.06 -0.21
O 7.833 4.975 -7.727 0.21 0.05 0.29
C 6.975 5.663 -7.256 -0.16 -0.43 -0.45
O 7.023 6.154 -5.996 -0.02 0.04 0.01
C 5.793 6.842 -5.691 -0.17 0.12 0.00
C 5.206 7.224 -7.045 -0.07 -0.08 -0.08
C 5.682 6.075 -7.934 -0.04 0.64 0.34
H 5.145 6.163 -5.132 0.01 -0.04 -0.03
H 6.018 7.705 -5.070 0.14 -0.06 0.04
H 4.125 7.353 -7.025 0.00 -0.04 0.08
H 5.649 8.160 -7.387 -0.01 0.01 0.01
H 4.990 5.231 -7.922 0.06 -0.06 -0.06
H 5.866 6.393 -8.956 0.03 -0.26 -0.08
O -9.763 -3.434 3.627 0.11 -0.06 0.03
C -9.590 -3.751 2.487 -0.23 0.21 0.04
O -8.384 -3.677 1.880 0.00 -0.06 0.00
C -8.503 -4.021 0.485 0.03 -0.12 -0.22
C -9.775 -4.851 0.390 -0.14 0.03 0.04
C -10.633 -4.244 1.499 0.31 -0.34 -0.21
H -8.567 -3.096 -0.094 -0.05 0.03 0.05
H -7.617 -4.568 0.180 0.09 0.07 0.13
H -10.233 -4.821 -0.596 0.03 0.06 -0.01
H -9.554 -5.893 0.626 0.04 0.00 -0.02
H -11.213 -3.388 1.150 -0.05 0.01 0.07
H -11.290 -4.971 1.969 -0.12 0.18 0.11
```
Positions in Å, forces in eV/Å.

HOMO-LUMO gap (eV): 6.7793
LUMO energy (eV): -1.24
Calculated total energy (a.u.): -4821.1109